[1]
155
Properties=species:S:1:pos:R:3:forces:R:3 method="wB97M-V/def2-TZVPD" e_homo_ev=-9.06 de_lowest_kcal_mol=31.0 homo_lumo_gap_ev=8.714 e_tot_ev=-216786.01715
O -5.751 5.402 0.870 0.979 -2.583 1.044
S -5.435 4.064 1.396 -0.827 0.209 0.533
O -6.430 3.353 2.234 2.203 1.307 -1.804
O -5.061 3.170 0.062 -0.295 0.423 0.905
C -5.102 1.720 0.224 -0.159 -0.824 0.044
C -4.549 0.975 -1.024 0.128 1.746 0.470
C -3.766 4.022 2.295 -0.869 -0.081 -0.304
H -6.120 1.431 0.485 -0.045 0.072 -0.221
H -4.496 1.462 1.092 0.203 -0.039 -0.021
H -5.152 1.094 -1.924 -0.357 -0.241 0.266
H -4.320 -0.069 -0.811 -0.209 0.131 0.046
H -3.631 1.510 -1.268 0.357 -0.305 -0.027
H -3.544 2.993 2.580 -0.118 -0.183 -0.602
H -3.755 4.523 3.262 -0.678 0.493 -0.293
H -3.000 4.453 1.650 -0.230 -0.147 -0.095
O 1.015 -0.217 2.549 -2.701 -0.630 -0.296
S -0.411 -0.295 2.169 3.861 1.191 -2.972
O -1.422 0.016 3.118 -0.279 0.165 -0.432
O -0.515 0.748 0.803 -0.531 -0.706 1.712
C 0.563 0.703 -0.183 0.264 -0.740 1.094
C 0.556 1.920 -1.014 -0.639 1.672 -0.995
C -0.809 -1.778 1.234 -0.149 -0.465 0.990
H 0.428 -0.168 -0.825 0.132 -0.260 0.248
H 1.509 0.673 0.357 -0.071 -0.425 0.045
H 1.540 2.185 -1.399 0.158 -0.239 0.173
H 0.194 2.790 -0.465 0.125 -0.018 0.253
H -0.087 1.866 -1.893 -0.168 -0.246 0.036
H -0.876 -2.606 1.940 -0.274 0.097 0.186
H -0.055 -2.101 0.517 0.111 0.733 -0.015
H -1.781 -1.579 0.782 0.142 -0.105 -0.013
O -8.077 -2.423 4.905 0.716 1.237 2.236
S -7.859 -1.606 6.110 -0.032 -1.344 -1.314
O -8.731 -0.478 6.322 0.714 -1.182 0.577
O -7.888 -2.618 7.448 -0.998 3.183 -0.833
C -7.207 -3.808 7.423 2.087 -1.993 -1.004
C -8.141 -4.971 7.358 -0.234 -1.534 0.770
C -6.128 -1.060 6.275 -1.162 -0.532 -0.276
H -6.468 -3.912 8.218 -0.752 0.362 1.214
H -6.418 -3.905 6.676 -0.564 0.475 -1.282
H -7.669 -5.920 7.106 0.582 0.185 -0.434
H -8.984 -4.890 6.671 0.085 0.473 0.168
H -8.457 -5.220 8.370 -0.742 0.390 0.036
H -5.961 -0.253 5.561 -0.056 -0.033 0.179
H -5.513 -1.927 6.036 0.091 0.160 0.137
H -6.073 -0.757 7.321 0.298 0.127 -0.214
O -4.724 5.331 -6.845 -0.098 -0.894 1.364
S -5.036 4.277 -5.892 -0.329 -1.670 -0.462
O -4.857 2.873 -6.301 0.064 2.631 1.180
O -4.208 4.489 -4.464 -0.657 -1.547 -2.305
C -4.311 5.748 -3.848 0.919 1.192 1.406
C -3.012 5.898 -3.036 0.044 -0.200 -0.392
C -6.777 4.507 -5.302 2.140 -0.391 -0.413
H -5.123 5.717 -3.122 -0.487 0.369 -0.436
H -4.349 6.520 -4.617 -0.464 0.162 0.198
H -2.230 5.801 -3.790 0.396 -0.359 0.426
H -3.004 5.131 -2.263 0.326 -0.346 -0.323
H -2.797 6.812 -2.482 -0.710 0.385 -0.363
H -6.740 4.143 -4.276 -0.309 0.385 0.010
H -7.394 3.840 -5.904 -0.018 0.466 -0.131
H -6.859 5.583 -5.454 -0.815 -0.216 0.313
O -0.626 -1.399 -12.510 1.360 2.391 2.888
S 0.062 -0.353 -11.693 -0.352 -0.704 -2.154
O -0.068 1.044 -12.114 0.160 -2.028 0.932
O -0.314 -0.446 -10.055 -0.008 -2.245 -3.508
C -0.292 0.748 -9.390 0.553 2.640 1.976
C -0.459 0.475 -7.922 0.319 -0.794 1.244
C 1.869 -0.810 -11.734 -1.421 1.122 0.634
H -1.049 1.478 -9.675 -0.115 -0.313 -0.554
H 0.682 1.226 -9.496 0.084 0.243 -0.305
H 0.406 -0.016 -7.476 0.324 -0.324 -0.382
H -1.282 -0.207 -7.709 -0.297 0.295 -0.099
H -0.522 1.360 -7.289 -0.497 0.298 -0.466
H 2.128 -0.754 -12.791 -0.086 -0.486 0.126
H 2.014 -1.750 -11.200 -0.034 0.008 -0.454
H 2.380 0.010 -11.230 0.019 -0.072 0.129
O 5.721 4.140 -7.246 -0.166 -0.764 -0.493
S 5.379 2.889 -7.850 -0.399 -2.742 -1.212
O 4.432 2.741 -8.966 1.174 0.645 2.161
O 6.768 2.204 -8.409 -0.479 1.787 1.544
C 6.694 0.928 -8.996 -0.293 -0.577 -1.220
C 7.897 0.059 -8.646 -1.094 0.599 -0.061
C 4.934 1.620 -6.521 -0.175 1.068 -0.172
H 6.624 1.074 -10.074 0.097 -0.005 -0.142
H 5.758 0.429 -8.744 0.035 -0.045 0.322
H 8.007 0.111 -7.563 0.378 -0.320 -0.058
H 8.791 0.380 -9.181 -0.014 -0.078 0.237
H 7.571 -0.928 -8.975 0.533 -0.248 0.173
H 4.548 0.688 -6.935 0.197 0.270 -0.292
H 4.152 2.056 -5.900 -0.128 0.240 -0.297
H 5.754 1.435 -5.828 0.322 0.167 -0.459
O 0.734 4.640 9.121 0.073 -1.579 0.316
S 1.371 3.360 8.913 1.869 0.241 0.014
O 2.838 3.363 8.795 -2.405 -0.604 0.257
O 0.925 2.305 10.155 0.227 3.081 -1.915
C 1.355 0.983 10.059 0.219 -2.089 -1.234
C 2.263 0.563 11.162 0.069 0.220 1.601
C 0.656 2.613 7.404 0.007 -0.391 1.029
H 1.876 0.676 9.152 0.133 0.881 -0.574
H 0.441 0.398 9.951 -0.121 -0.252 0.716
H 2.117 -0.485 11.423 0.028 0.001 -0.103
H 2.020 1.163 12.038 -0.149 -0.171 0.259
H 3.329 0.741 11.016 -0.111 0.016 -0.528
H -0.399 2.885 7.403 0.199 0.220 -0.225
H 0.717 1.526 7.462 0.144 0.057 0.107
H 1.235 2.932 6.537 -0.171 0.329 0.248
C -0.417 -6.159 -2.303 0.731 1.368 -0.789
S -1.234 -5.509 -3.837 -1.253 0.653 0.568
O -2.340 -4.600 -3.306 1.508 -0.777 -0.636
C 0.127 -4.409 -4.488 -0.806 -0.213 1.755
H 0.244 -5.366 -1.955 -0.032 0.187 0.118
H 0.258 -6.976 -2.558 -0.547 -0.422 0.222
H -1.178 -6.272 -1.531 -0.036 -0.612 -0.420
H -0.334 -3.532 -4.943 -0.104 -0.492 -0.543
H 0.841 -4.989 -5.074 -0.118 0.277 -0.018
H 0.516 -4.033 -3.542 0.682 0.058 -0.228
C 7.123 6.035 -2.274 0.470 -0.441 0.251
S 5.595 5.170 -1.684 0.082 -1.820 -0.264
O 5.799 3.649 -1.791 0.122 2.074 -0.123
C 5.755 5.503 0.084 0.298 0.875 -0.067
H 7.078 7.119 -2.375 -0.612 0.005 0.404
H 7.418 5.687 -3.264 -0.475 -0.409 0.011
H 7.941 5.780 -1.600 -0.010 -0.030 0.079
H 5.333 6.491 0.267 0.101 0.167 -0.025
H 6.816 5.520 0.334 -0.109 -0.208 0.208
H 5.190 4.809 0.706 0.112 -0.276 -0.497
C 3.348 -5.960 6.992 0.192 1.378 -0.079
S 3.825 -4.229 7.527 -0.356 0.272 -0.074
O 2.789 -3.697 8.482 0.448 -0.627 -0.674
C 3.507 -3.308 5.953 0.110 -0.492 0.030
H 2.406 -5.862 6.452 -0.071 -0.357 0.175
H 3.312 -6.580 7.888 -0.228 0.204 -0.056
H 4.141 -6.325 6.340 -0.036 0.070 -0.061
H 2.428 -3.247 5.812 0.018 0.013 0.096
H 3.970 -3.758 5.075 0.003 -0.402 0.138
H 3.946 -2.312 6.012 -0.153 -0.038 0.480
C 5.920 -3.193 -2.072 -0.333 -0.052 0.781
S 4.636 -1.989 -1.403 0.959 -0.050 1.392
O 3.669 -2.708 -0.494 0.808 0.135 -0.955
C 5.747 -0.991 -0.195 -0.986 -0.081 -1.685
H 5.452 -3.904 -2.754 -0.323 0.221 0.066
H 6.329 -3.760 -1.236 -0.073 0.044 0.105
H 6.749 -2.721 -2.599 -0.241 0.455 0.086
H 6.562 -0.568 -0.783 0.282 -0.309 0.146
H 6.035 -1.527 0.708 -0.089 -0.167 -0.333
H 5.101 -0.137 0.009 -0.070 -0.163 0.379
C -1.763 -7.303 6.149 -1.763 -0.546 0.743
S -1.681 -5.533 5.969 -0.369 2.525 -0.815
O -2.967 -4.967 5.362 1.282 -1.319 0.858
C -1.653 -4.972 7.708 -0.046 -0.741 -0.139
H -0.978 -7.765 6.748 0.389 0.306 -0.490
H -1.954 -7.734 5.166 0.745 0.119 -0.128
H -2.687 -7.557 6.667 -0.230 0.164 0.300
H -1.644 -3.891 7.849 0.010 -0.012 -0.776
H -0.712 -5.345 8.113 -0.156 -0.210 0.316
H -2.547 -5.352 8.200 0.171 -0.232 0.166

---

[2]
20
Properties=species:S:1:pos:R:3:forces:R:3 method="wB97M-V/def2-TZVPD" e_homo_ev=-13.10 de_lowest_kcal_mol=82.7 total_charge=+1 smiles="C[NH+](C)C1=CC=CC1" homo_lumo_gap_ev=9.544 e_tot_ev=-8933.41580
C -2.613 -0.588 0.301 -4.054 -0.970 -0.071
C -1.315 -1.190 0.189 3.934 -2.143 0.291
C -1.091 0.991 -0.314 0.624 0.160 1.732
C -2.747 0.743 0.138 6.576 -1.080 -1.147
C -0.266 -0.386 -0.260 -6.278 1.990 1.579
C 1.896 0.323 -1.221 -1.456 -0.269 0.220
C 1.690 -0.225 1.221 1.851 -1.804 0.573
N 1.192 -0.474 -0.126 -1.956 1.400 -1.852
H -3.541 -1.269 0.409 1.731 1.052 0.194
H -1.121 -2.255 0.570 -0.596 1.504 -0.717
H -1.038 1.434 -1.255 -0.322 0.672 -1.963
H -0.450 1.681 0.271 -0.866 0.073 0.376
H -3.449 1.561 0.106 -0.275 -0.443 0.018
H 2.922 0.245 -0.921 0.762 -0.277 -0.973
H 1.465 0.008 -2.219 1.229 -0.014 1.161
H 1.605 1.337 -1.080 -0.232 0.901 0.125
H 1.916 0.791 1.336 0.009 1.569 0.178
H 0.945 -0.561 1.904 -0.351 -0.127 0.624
H 2.659 -0.787 1.392 -1.158 0.500 -0.317
H 1.342 -1.378 -0.442 0.826 -2.693 -0.030

---

[3]
8
Properties=species:S:1:pos:R:3:forces:R:3 method="wB97M-V/def2-TZVPD" e_homo_ev=-8.93 de_lowest_kcal_mol=21.0 smiles=OPOP homo_lumo_gap_ev=9.459 e_tot_ev=-22737.02698
O -2.002 0.543 -0.425 -1.009 1.238 -0.997
O 0.269 -0.060 0.501 2.653 -0.303 -0.631
P 1.828 -0.131 -0.436 -2.165 1.068 0.849
P -1.097 -0.757 -0.048 0.401 -0.166 -1.764
H -2.323 0.791 -1.321 0.867 -0.806 0.885
H 2.271 1.073 0.168 -0.237 0.338 -0.560
H 2.797 -0.659 0.421 -0.251 -0.996 0.656
H -1.744 -0.800 1.140 -0.260 -0.374 1.562

---

[4]
6
Properties=species:S:1:pos:R:3:forces:R:3 method="wB97M-V/def2-TZVPD" e_homo_ev=-2.84 de_lowest_kcal_mol=26.3 total_charge=-1 smiles="O=S([O-])#[PH2]" homo_lumo_gap_ev=7.054 e_tot_ev=-24251.52873
O -0.823 -2.027 -0.387 0.485 0.008 0.070
O -1.417 0.335 -0.181 -0.738 0.224 0.052
P 1.405 0.260 0.210 0.055 0.146 -1.995
S -0.690 -0.798 0.428 -0.344 -0.163 -0.205
H 0.656 1.164 0.893 -0.292 0.933 1.250
H 0.869 1.065 -0.963 0.834 -1.148 0.828

---

[5]
82
Properties=species:S:1:pos:R:3:forces:R:3 method="wB97M-V/def2-TZVPD" spin_multiplicity=5 e_homo_ev="-4.14 / -4.68" total_charge=-1 homo_lumo_gap_ev="6.337 / 5.469" e_tot_ev=-341960.58753
Ir 1.663 0.247 -0.139 -0.030 0.246 0.120
C 2.960 1.282 4.058 0.087 -0.022 0.006
C 2.764 0.613 2.734 0.411 -0.140 0.031
N 1.642 0.597 2.128 -0.059 -0.148 0.069
O 0.605 1.295 2.684 -0.341 -0.022 -0.300
C 3.858 -0.067 2.028 -0.270 0.096 0.020
C 5.152 -0.440 2.673 0.016 -0.011 0.124
N 3.608 -0.344 0.776 0.258 -0.069 0.008
O 4.425 -1.014 0.053 -0.168 0.155 0.023
H 2.202 2.048 4.205 0.006 0.002 -0.016
H 3.952 1.729 4.115 0.012 -0.009 0.006
H 2.873 0.557 4.871 0.001 0.005 -0.018
H -0.036 1.208 1.910 -0.021 0.098 0.198
H 5.012 -0.787 3.701 -0.014 0.040 -0.052
H 5.857 0.400 2.698 -0.040 -0.036 -0.012
H 5.610 -1.234 2.086 0.001 -0.017 -0.014
Br 2.114 6.516 -3.512 -0.001 -0.023 -0.027
C 2.154 4.671 -3.127 0.007 -0.208 -0.300
C 2.251 3.717 -4.198 -0.010 0.199 0.222
Br 2.332 4.326 -5.980 -0.003 0.031 0.011
C 2.279 2.370 -3.940 0.005 -0.049 0.255
Br 2.375 1.064 -5.292 -0.010 0.036 0.046
C 2.197 1.871 -2.599 0.320 0.259 -0.190
O 2.196 0.640 -2.327 -0.128 -0.115 -0.048
C 2.107 2.845 -1.509 0.053 0.155 -0.279
O 2.044 2.422 -0.328 -0.044 0.131 0.121
C 2.087 4.243 -1.830 0.009 -0.232 0.039
Br 1.940 5.410 -0.364 0.011 0.002 -0.020
C -3.352 2.384 -2.252 0.017 0.075 -0.078
C -1.984 2.154 -1.603 0.185 0.202 -0.104
C -0.976 1.787 -2.706 -0.058 -0.051 0.018
C -1.508 3.447 -0.920 0.013 0.063 0.059
Si -1.984 0.816 -0.267 0.185 -0.230 0.141
O -0.538 0.710 0.437 -0.090 0.063 0.009
C -3.339 1.242 0.998 -0.146 0.090 0.174
C -3.008 1.523 2.330 -0.138 -0.002 -0.116
C -3.973 1.874 3.270 -0.039 -0.038 -0.075
C -5.309 1.948 2.903 0.043 0.003 -0.032
C -5.673 1.672 1.590 0.126 -0.029 0.013
C -4.701 1.325 0.659 0.104 0.019 0.025
C -2.460 -0.858 -1.030 -0.026 -0.252 -0.024
C -3.639 -1.553 -0.730 0.135 -0.050 -0.067
C -3.906 -2.811 -1.268 0.102 0.098 0.007
C -2.989 -3.413 -2.118 0.022 0.064 0.027
C -1.802 -2.754 -2.421 -0.026 0.018 0.063
C -1.544 -1.500 -1.880 -0.004 0.090 0.039
H -3.240 3.064 -3.107 -0.034 -0.025 0.043
H -4.063 2.844 -1.561 0.051 -0.040 -0.004
H -3.790 1.453 -2.631 0.044 0.037 0.018
H -0.797 2.654 -3.356 -0.039 -0.031 0.030
H -1.352 0.976 -3.337 0.024 0.012 0.027
H -0.005 1.473 -2.310 -0.442 0.017 0.026
H -1.405 4.260 -1.655 -0.024 -0.079 0.045
H -0.538 3.312 -0.428 -0.112 -0.019 -0.096
H -2.218 3.777 -0.153 0.036 -0.013 -0.062
H -1.977 1.472 2.650 0.102 -0.020 -0.005
H -3.676 2.088 4.291 -0.006 -0.005 -0.029
H -6.063 2.220 3.634 0.020 -0.006 -0.023
H -6.714 1.725 1.291 0.021 -0.001 0.001
H -5.016 1.114 -0.358 0.034 0.010 0.049
H -4.355 -1.123 -0.039 0.003 0.008 -0.039
H -4.826 -3.324 -1.011 0.003 0.012 0.002
H -3.190 -4.394 -2.533 0.003 0.028 0.002
H -1.068 -3.222 -3.068 -0.020 0.022 0.020
H -0.592 -1.024 -2.105 -0.114 -0.042 0.001
C -0.169 -2.501 1.609 -0.082 -0.123 0.059
C 0.909 -2.770 0.606 0.219 -0.166 0.241
O 1.189 -1.945 -0.244 0.094 -0.256 -0.442
C 1.711 -4.032 0.648 -0.252 0.216 0.110
C 1.233 -5.170 1.286 -0.041 -0.204 0.076
C 2.000 -6.327 1.311 -0.044 0.079 -0.001
C 3.256 -6.332 0.719 0.026 -0.002 -0.025
C 3.746 -5.185 0.103 -0.078 0.055 0.027
C 2.974 -4.033 0.061 0.144 0.038 -0.062
H -0.463 -1.455 1.535 -0.003 0.017 -0.023
H 0.172 -2.737 2.621 -0.030 -0.005 -0.078
H -1.036 -3.132 1.383 0.032 0.047 0.027
H 0.257 -5.158 1.757 0.048 -0.005 -0.035
H 1.621 -7.219 1.797 0.013 0.023 -0.017
H 3.860 -7.232 0.747 -0.011 0.027 -0.003
H 4.735 -5.184 -0.337 -0.026 0.000 0.011
H 3.352 -3.113 -0.382 -0.023 -0.094 0.028